# 1
DFT (ωB97M-V/def2-TZVPD) results for C10H22Br2NaO8 as an isolated structure at a distorted geometry.

Its total charge is -1. For the largest force on an atom, the calculation gives 4.332 eV/A. As for the frontier orbital gap: 1.40 eV.

Structure (XYZ):
```
43
Properties=species:S:1:pos:R:3:forces:R:3
Br -3.399 5.444 5.378 -0.32 -1.10 -0.72
Br -5.562 4.973 2.459 0.13 0.12 0.13
Na -0.850 -0.876 -5.417 -0.05 0.13 0.74
O -2.861 -4.980 3.384 -0.41 0.92 0.89
O 3.176 -5.381 0.311 1.68 0.62 0.33
O -0.968 -0.581 -1.135 0.17 0.66 -0.15
O 5.190 -4.186 0.415 -0.01 -2.50 0.33
O -1.403 4.935 -3.780 4.04 1.08 -1.15
O 0.583 4.441 -4.513 -0.94 1.46 0.37
O 5.103 -6.358 0.876 1.58 -0.51 1.80
O -1.190 3.314 -5.399 0.81 2.05 1.45
C 1.533 3.596 -5.072 0.90 -1.26 -0.92
C -3.520 3.817 4.188 -0.05 0.31 -1.21
C 4.371 -5.329 0.531 -2.02 2.19 -0.94
C -2.951 -3.984 4.370 0.76 -2.07 -1.61
C -2.669 4.614 -3.485 -3.18 -1.55 0.37
C -0.407 0.243 -0.142 -0.13 -1.97 -1.73
C -0.723 4.197 -4.660 -0.50 -2.66 -0.69
C -3.752 4.264 2.690 0.19 0.43 1.16
C 4.574 -7.324 1.854 0.19 -0.98 -1.74
C 4.792 -2.922 -0.074 -0.91 0.44 -0.04
H -2.016 -3.965 4.930 0.72 0.32 0.52
H -3.717 3.542 1.875 0.38 -0.51 0.72
H 1.283 2.552 -4.884 0.14 0.00 0.38
H 2.514 3.867 -4.682 -0.31 -0.08 0.51
H -3.695 -4.193 5.137 -0.77 0.15 0.33
H -3.253 4.457 -4.392 -0.31 0.37 0.00
H -3.087 5.372 -2.824 0.04 0.04 -0.29
H 0.524 -0.199 0.212 0.56 -0.15 0.45
H -1.074 0.265 0.720 -0.22 0.72 0.32
H -0.098 1.199 -0.563 -0.32 0.87 0.33
H 3.975 -6.917 2.669 -0.05 0.20 -0.52
H 5.368 -7.969 2.228 0.75 1.03 0.29
H -3.070 -2.982 3.957 -0.34 0.60 -0.06
H 1.684 3.641 -6.150 -0.66 0.52 -0.27
H 5.650 -2.423 -0.524 0.19 -0.40 0.03
H -3.053 5.070 2.467 -0.20 -0.02 -0.07
H 3.992 -2.947 -0.813 -0.07 -0.35 0.07
H -2.708 3.653 -2.971 0.00 -0.09 0.26
H -4.298 3.119 4.496 -0.12 0.52 0.33
H 4.460 -2.290 0.750 -0.12 -0.11 0.09
H -2.566 3.317 4.357 0.01 0.20 -0.36
H 4.117 -8.090 1.227 -1.22 0.36 0.27
```
Positions in Å, forces in eV/Å.

# 2
DFT (ωB97M-V/def2-TZVPD) results for a 2-piece molecular cluster, C7H8N2O overall at a distorted geometry.

For the largest force on an atom, the calculation gives 6.122 eV/A. As for the frontier orbital gap (alpha / beta): 7.29 / 7.32 eV.

Structure (XYZ):
```
18
Properties=species:S:1:pos:R:3:forces:R:3
O -0.025 -0.995 -2.112 -1.48 0.58 -0.29
N 1.513 1.120 -2.924 0.68 -2.18 4.88
N 0.813 -0.815 -1.073 4.17 1.30 -1.41
C 1.908 1.010 -1.744 -3.48 -2.71 -2.37
C -2.021 -0.229 1.108 2.05 0.26 -1.64
C 0.123 -0.449 0.017 -3.39 0.25 0.40
C 0.687 -0.297 1.278 3.94 -0.75 -1.68
C -0.055 -0.091 2.347 -3.16 1.02 5.15
C -1.513 -0.011 2.322 2.26 0.65 2.09
C -1.279 -0.380 -0.067 1.64 0.11 2.58
H -1.714 -0.453 -0.995 -1.20 -0.28 -1.67
H 1.747 1.880 -3.462 0.89 2.40 -1.67
H 2.379 1.310 -0.827 0.39 0.50 -0.08
H -2.170 0.331 3.220 1.52 -1.01 -1.66
H 0.469 -1.356 -2.827 0.95 -0.48 -0.66
H 1.815 -0.436 1.318 -1.47 0.27 0.27
H -3.000 -0.151 1.009 -4.58 0.17 -0.61
H 0.323 0.011 3.412 0.26 -0.11 -1.64
```
Positions in Å, forces in eV/Å.

# 3
DFT (ωB97M-V/def2-TZVPD) results for C26H27FMnN8O6Se as an isolated structure at a distorted geometry.

For the largest force on an atom, the calculation gives 4.613 eV/A. As for the frontier orbital gap (alpha / beta): 5.44 / 5.69 eV. The multiplicity is 6.

Structure (XYZ):
```
70
Properties=species:S:1:pos:R:3:forces:R:3
Se -0.237 6.396 -3.269 1.16 -0.01 -0.34
Mn 2.331 1.389 -2.007 -0.56 0.62 1.02
F 2.172 -2.520 2.909 -0.54 0.00 -1.51
O 3.234 -1.545 -1.724 2.41 0.36 -0.34
O 2.942 3.739 1.573 0.11 -0.10 0.02
O 2.425 0.493 -3.765 -0.19 -1.14 -0.33
O -0.822 1.141 0.706 0.86 -0.60 -0.24
O 1.841 -0.986 -5.327 -0.31 -0.75 0.41
O 0.595 0.554 -0.971 -0.51 0.06 1.44
N -0.563 -1.982 3.000 -0.70 0.27 1.35
N -0.815 -2.005 -1.846 0.65 0.58 -2.58
N 0.682 4.882 -2.990 -0.72 -0.53 0.23
N 0.076 2.523 -2.723 0.79 3.00 -0.04
N -2.207 -1.408 4.925 -0.25 0.41 3.83
N -1.799 5.637 -3.297 -0.29 -0.61 1.15
N 3.972 3.018 -1.822 0.01 -0.47 0.58
N 2.474 1.990 0.129 0.64 0.35 -0.99
C -0.088 -1.688 -3.045 0.76 1.09 1.15
C -0.721 -1.965 0.662 1.12 -1.22 -0.33
C 1.895 -0.654 -4.161 0.54 2.38 0.08
C -2.939 -3.376 -1.026 2.35 -1.05 0.70
C 1.256 -1.334 -2.976 -2.31 -1.48 -2.02
C 1.267 -2.183 -0.715 -0.73 -0.31 2.18
C -3.332 -2.039 -1.330 0.17 2.85 -0.08
C -0.149 -2.013 -0.665 1.28 -1.07 2.10
C -2.104 -2.568 -2.031 -2.26 -0.78 -0.43
C -0.943 1.755 -2.668 -1.69 -0.32 0.08
C -0.219 -0.664 3.597 -1.12 0.19 -0.04
C 2.012 -2.484 0.467 -0.64 1.04 -0.75
C -1.610 4.363 -2.928 -0.41 2.04 -1.27
C -2.731 3.514 -2.837 0.23 -2.99 0.61
C -0.235 3.934 -2.852 0.46 -1.68 0.02
C 1.470 -2.400 1.705 -0.76 -0.39 0.70
C -0.711 -3.181 3.826 -0.06 -0.34 0.85
C 0.322 0.964 0.232 0.01 0.23 -0.79
C 3.624 3.950 -0.700 -1.72 -0.24 -2.47
C -2.338 2.176 -2.710 1.44 4.35 -0.52
C 2.994 3.162 0.478 -0.40 0.67 0.13
C -1.500 -2.749 5.134 0.67 0.53 -0.64
C 2.053 -1.702 -1.850 -1.77 -0.30 0.66
C 0.098 -2.171 1.783 -0.68 0.48 -1.44
C -1.184 -0.325 4.801 0.97 0.65 -0.57
C 1.605 1.264 1.007 -0.29 0.18 1.25
H -1.652 0.671 4.707 -0.06 -0.67 -0.18
H 3.054 -2.532 0.366 1.39 -0.18 -0.28
H -2.651 -1.338 4.070 -1.43 -0.57 -2.57
H -4.241 -1.875 -1.859 -0.45 0.36 -0.43
H -3.019 1.447 -2.759 -2.60 -2.77 0.21
H -3.790 3.903 -2.833 1.48 -0.58 -0.19
H -0.675 -1.490 -3.999 0.68 -0.60 1.50
H -0.529 -0.283 5.648 -0.27 -0.23 0.96
H -0.795 0.686 -2.490 0.20 0.53 -0.31
H 0.220 -3.707 4.187 -0.42 0.89 -0.27
H 1.425 1.680 2.026 -0.06 0.51 -0.86
H 0.799 -0.654 3.973 0.26 0.14 0.02
H -2.289 -2.943 -3.046 0.44 0.40 0.43
H 4.255 3.465 -2.668 -0.14 0.78 -0.56
H -1.206 -4.008 3.237 0.00 1.21 0.49
H 4.785 2.493 -1.570 0.53 -0.60 0.36
H -3.412 -4.229 -1.436 -0.62 -0.53 -0.30
H -1.766 -1.924 0.992 0.38 0.46 -0.91
H 4.397 4.652 -0.476 0.80 0.00 0.75
H 2.866 4.589 -1.254 0.22 -0.55 1.34
H 2.053 0.311 1.254 0.26 -0.71 -0.14
H -2.504 -3.529 -0.060 0.13 -0.38 0.28
H -3.031 -1.237 -0.619 -0.63 -0.66 -0.40
H -3.009 -1.241 5.691 2.55 -0.32 -1.92
H -0.359 0.160 2.835 0.26 -1.17 0.36
H -2.269 -3.432 5.458 0.09 -0.43 0.10
H -0.752 -2.537 5.927 -0.73 -0.28 -0.29
```
Positions in Å, forces in eV/Å.